The following is a quantum chemistry calculation of a gas-phase ion, C3H4NO3 (charge +1) at a distorted geometry, from the OMol25 dataset.

Computed properties:
lowest unoccupied orbital energy = -7.1 eV
DFT total energy = -396.68884 Ha
frontier orbital gap = 7.558 eV
energy relative to the best compared isomer or geometry (same formula, charge and spin) = 128.95 kcal per mole
total charge = +1
max |F| = 0.092 Eh/bohr

Each line ends with the Löwdin charge.
Geometry (Å):
C (1.427, 0.066, -0.397)  0.05
N (0.620, -1.037, -0.128)  -0.21
O (1.025, -2.165, -0.372)  0.25
O (-0.584, -0.851, 0.354)  0.08
C (-1.180, 0.376, 0.713)  -0.05
C (-2.384, 0.572, 0.150)  -0.09
O (-3.324, 0.905, -0.371)  0.33
H (1.995, 0.414, 0.487)  0.15
H (1.042, 1.006, -0.760)  0.12
H (2.129, -0.418, -1.183)  0.17
H (-0.766, 1.131, 1.507)  0.19

The following is a quantum chemistry calculation of 6 unconnected molecules or ions with the total composition C22H48ClFN3O13PS5 at a distorted geometry, from the OMol25 dataset.

Computed properties:
lowest unoccupied orbital energy = -0.5 eV
DFT total energy = -4901.29139 Ha
frontier orbital gap = 7.829 eV
energy relative to the best compared isomer or geometry (same formula, charge and spin) = 261.53 kcal per mole
max |F| = 0.225 Eh/bohr

Each line ends with the Löwdin charge.
Geometry (Å):
C (5.648, 0.689, -1.112)  -0.10
C (4.232, -0.140, -1.253)  -0.35
O (3.358, 0.304, -0.143)  -0.14
C (4.399, -1.780, -1.131)  -0.18
N (3.004, -2.389, -0.899)  -0.07
C (2.399, -2.497, -2.281)  -0.19
C (0.848, -1.877, -2.374)  -0.14
O (1.009, -0.454, -2.706)  -0.14
C (-0.279, 0.245, -2.837)  -0.27
C (0.178, 1.573, -3.744)  -0.07
C (-1.091, 2.412, -4.356)  -0.17
N (-1.146, 3.771, -4.024)  0.04
C (-1.546, -0.482, -3.583)  -0.13
O (-1.844, -0.675, -4.875)  0.05
O (-2.365, -0.989, -2.432)  0.00
C (-2.047, -0.561, -1.061)  -0.33
F (-3.298, 0.208, -0.702)  -0.13
P (-1.960, -1.824, 0.362)  0.83
O (-3.094, -1.571, 1.470)  -0.36
O (-2.258, -3.442, -0.309)  -0.21
O (-0.437, -1.910, 1.198)  -0.21
C (-0.842, 0.516, -1.313)  -0.49
Cl (-1.742, 2.145, -0.979)  0.78
N (0.313, 0.630, -0.346)  0.10
C (-0.184, 1.337, 0.748)  -0.15
O (-0.331, 1.926, 1.965)  -0.01
H (5.378, 1.847, -1.107)  0.09
H (6.347, 0.536, -2.058)  0.09
H (6.241, 0.425, -0.130)  0.09
H (3.793, 0.077, -2.316)  0.14
H (3.923, 0.461, 0.691)  0.12
H (5.139, -2.051, -0.238)  0.14
H (4.917, -2.170, -2.106)  0.12
H (3.163, -3.373, -0.526)  0.08
H (3.005, -1.966, -3.132)  0.12
H (2.284, -3.634, -2.600)  0.13
H (0.368, -2.095, -1.328)  0.11
H (0.325, -2.519, -3.226)  0.15
H (0.953, 2.264, -3.154)  0.15
H (0.796, 1.139, -4.669)  0.15
H (-1.959, 1.982, -5.014)  0.13
H (-2.001, 4.209, -4.470)  0.01
H (-2.199, -4.110, 0.453)  0.10
H (-0.441, -1.385, 2.058)  0.11
C (-4.254, 0.341, 4.089)  -0.28
S (-2.565, 0.878, 4.448)  0.79
O (-1.991, -0.078, 5.452)  -0.57
C (-3.035, 2.382, 5.336)  -0.26
H (-4.210, -0.615, 3.562)  0.03
H (-4.813, 0.215, 5.020)  0.02
H (-4.746, 1.081, 3.453)  0.06
H (-3.669, 2.130, 6.190)  0.06
H (-3.567, 3.055, 4.659)  0.05
H (-2.126, 2.873, 5.693)  0.05
C (3.543, -7.225, 1.803)  -0.27
S (4.394, -6.737, 0.283)  0.82
O (4.566, -5.247, 0.321)  -0.56
C (3.011, -7.098, -0.827)  -0.27
H (4.213, -7.048, 2.648)  0.05
H (2.635, -6.631, 1.930)  0.06
H (3.293, -8.287, 1.757)  0.05
H (2.136, -6.511, -0.536)  0.05
H (2.779, -8.164, -0.786)  0.05
H (3.304, -6.831, -1.845)  0.05
C (-3.859, 5.471, -2.127)  -0.27
S (-4.560, 4.140, -3.131)  0.78
O (-4.407, 4.532, -4.571)  -0.56
C (-6.282, 4.444, -2.664)  -0.27
H (-2.779, 5.497, -2.290)  0.04
H (-4.293, 6.430, -2.422)  0.06
H (-4.061, 5.278, -1.071)  0.05
H (-6.565, 5.466, -2.926)  0.06
H (-6.403, 4.284, -1.591)  0.05
H (-6.918, 3.742, -3.208)  0.05
C (-8.282, -0.166, 6.905)  -0.27
S (-7.635, 0.359, 5.299)  0.79
O (-7.294, 1.816, 5.405)  -0.55
C (-9.208, 0.230, 4.415)  -0.27
H (-7.471, -0.127, 7.636)  0.05
H (-9.086, 0.502, 7.220)  0.06
H (-8.653, -1.191, 6.831)  0.05
H (-9.955, 0.874, 4.885)  0.06
H (-9.548, -0.808, 4.424)  0.05
H (-9.053, 0.550, 3.382)  0.05
C (10.939, 1.728, -1.273)  -0.27
S (9.315, 1.637, -0.482)  0.81
O (8.696, 0.328, -0.872)  -0.57
C (8.546, 2.926, -1.492)  -0.27
H (11.588, 0.973, -0.822)  0.05
H (10.845, 1.531, -2.344)  0.06
H (11.370, 2.718, -1.110)  0.05
H (8.600, 2.654, -2.549)  0.06
H (9.056, 3.876, -1.321)  0.05
H (7.498, 3.020, -1.195)  0.03

The following is a quantum chemistry calculation of C24H23N5O2 in the gas phase, from the OMol25 dataset.

Computed properties:
lowest unoccupied orbital energy = 0.0 eV
DFT total energy = -1352.59256 Ha
frontier orbital gap = 8.303 eV
energy relative to the best compared isomer or geometry (same formula, charge and spin) = 64.63 kcal per mole
max |F| = 0.016 Eh/bohr

Each line ends with the Löwdin charge.
Geometry (Å):
C (4.182, -2.078, -2.322)  -0.07
C (4.455, -3.008, -1.142)  -0.19
N (3.254, -3.249, -0.390)  -0.17
C (2.294, -4.149, -0.649)  -0.01
C (1.266, -3.922, 0.249)  -0.18
C (0.017, -4.645, 0.352)  -0.10
N (-1.159, -4.197, 0.544)  0.07
N (-1.397, -2.844, 0.521)  0.05
C (-0.924, -1.960, -0.407)  -0.44
O (-0.139, -2.247, -1.285)  0.10
C (-1.426, -0.570, -0.174)  -0.07
C (-0.491, 0.418, -0.001)  0.06
C (-0.912, 1.734, 0.306)  -0.20
C (0.094, 2.783, 0.537)  -0.09
C (1.229, 2.504, 1.288)  -0.03
C (2.177, 3.480, 1.540)  -0.09
C (1.993, 4.752, 1.031)  -0.08
C (0.876, 5.049, 0.268)  -0.02
C (-0.084, 4.076, 0.010)  -0.22
O (-1.182, 4.272, -0.760)  -0.08
C (-1.420, 5.548, -1.295)  -0.08
N (-2.177, 2.051, 0.425)  0.19
C (-3.117, 1.118, 0.205)  -0.20
C (-4.471, 1.506, 0.294)  -0.01
C (-5.467, 0.603, 0.050)  -0.08
C (-5.157, -0.720, -0.303)  -0.08
C (-3.855, -1.133, -0.384)  -0.03
C (-2.803, -0.235, -0.113)  -0.10
C (1.736, -2.844, 1.047)  -0.30
C (1.097, -2.226, 2.240)  -0.02
N (2.934, -2.470, 0.641)  0.14
H (3.435, -2.512, -2.982)  0.07
H (3.806, -1.124, -1.961)  0.07
H (5.096, -1.908, -2.884)  0.07
H (4.847, -3.967, -1.494)  0.12
H (5.176, -2.551, -0.461)  0.12
H (2.369, -4.851, -1.455)  0.13
H (0.065, -5.725, 0.270)  0.12
H (-2.206, -2.584, 1.070)  0.14
H (0.560, 0.189, -0.095)  0.13
H (1.360, 1.514, 1.698)  0.11
H (3.049, 3.249, 2.133)  0.10
H (2.722, 5.525, 1.223)  0.10
H (0.762, 6.048, -0.123)  0.10
H (-2.358, 5.464, -1.842)  0.09
H (-0.626, 5.854, -1.986)  0.10
H (-1.528, 6.303, -0.509)  0.10
H (-4.680, 2.534, 0.542)  0.11
H (-6.503, 0.903, 0.112)  0.10
H (-5.957, -1.413, -0.517)  0.10
H (-3.626, -2.145, -0.687)  0.11
H (0.404, -1.436, 1.947)  0.06
H (0.542, -2.973, 2.804)  0.08
H (1.867, -1.790, 2.872)  0.08

The following is a quantum chemistry calculation of a molecular structure, C2H2FIO2S at a distorted geometry, from the OMol25 dataset.

Computed properties:
lowest unoccupied orbital energy = -0.6 eV
DFT total energy = -1023.45773 Ha
frontier orbital gap = 8.166 eV
energy relative to the best compared isomer or geometry (same formula, charge and spin) = 76.74 kcal per mole
max |F| = 0.087 Eh/bohr

Each line ends with the Löwdin charge.
Geometry (Å):
C (-0.891, 0.371, 0.882)  -0.74
C (1.963, 0.476, -0.363)  -0.54
O (-2.774, -0.497, -0.626)  -0.44
O (3.068, 0.303, -0.786)  0.03
F (-0.464, -0.887, -1.220)  -0.43
S (-1.660, -1.035, 0.024)  0.75
I (1.022, -0.224, 1.458)  1.39
H (-1.525, 0.516, 1.656)  -0.10
H (1.262, 0.977, -1.026)  0.08

The following is a quantum chemistry calculation of 2 unconnected molecules or ions with the total composition BrH2NO2S at a distorted geometry, from the OMol25 dataset.

Computed properties:
lowest unoccupied orbital energy (spin up / spin down) = -3.5 / -3.5 eV
DFT total energy = -3178.49279 Ha
frontier orbital gap (spin up / spin down) = 6.569 / 6.570 eV
energy relative to the best compared isomer or geometry (same formula, charge and spin) = 75.42 kcal per mole
max |F| = 0.047 Eh/bohr

Each line ends with the Löwdin charge.
Geometry (Å):
N (-0.450, 0.727, 1.510)  0.07
O (-0.280, 0.161, -1.921)  -0.40
O (-0.408, -2.035, -0.776)  -0.38
S (0.056, -0.692, -0.821)  0.39
Br (2.312, -0.685, -0.578)  0.36
H (0.170, 1.507, 1.300)  -0.03
H (-1.400, 1.017, 1.285)  -0.03

The following is a quantum chemistry calculation of a molecular structure, C23H34BIN13SV, from the OMol25 dataset.

Computed properties:
lowest unoccupied orbital energy (spin up / spin down) = 2.4 / 2.4 eV
spin multiplicity = 4
DFT total energy = -3273.72740 Ha
frontier orbital gap (spin up / spin down) = 6.893 / 7.448 eV
energy relative to the best compared isomer or geometry (same formula, charge and spin) = 0.93 kcal per mole
total charge = -1
max |F| = 0.008 Eh/bohr

Each line ends with the Löwdin charge.
Geometry (Å):
V (-0.474, 0.197, 0.411)  0.20
C (1.048, 2.677, 4.191)  -0.08
C (0.915, 2.696, 2.670)  -0.41
C (1.134, 4.098, 2.100)  -0.06
C (1.860, 1.722, 2.036)  -0.26
C (3.264, 1.684, 2.131)  -0.01
C (3.645, 0.633, 1.329)  -0.07
N (2.540, 0.086, 0.797)  -0.02
N (1.444, 0.750, 1.230)  0.03
B (2.436, -1.004, -0.274)  -0.53
N (1.541, -2.151, 0.208)  -0.03
C (1.859, -3.448, 0.316)  -0.07
C (0.736, -4.131, 0.722)  -0.02
C (-0.266, -3.150, 0.835)  -0.29
N (0.249, -1.948, 0.550)  0.04
C (-1.698, -3.383, 1.216)  -0.42
C (-1.785, -3.933, 2.638)  -0.08
C (-2.383, -4.312, 0.212)  -0.07
N (1.845, -0.379, -1.562)  -0.04
C (2.440, -0.322, -2.761)  -0.08
C (1.729, 0.546, -3.556)  -0.02
C (0.686, 1.023, -2.741)  -0.25
N (0.746, 0.429, -1.538)  0.05
C (-0.264, 2.140, -3.087)  -0.36
C (0.238, 2.937, -4.288)  -0.08
C (-1.696, 1.677, -3.326)  -0.06
H (0.333, 3.369, 4.639)  0.08
H (0.841, 1.679, 4.579)  0.06
H (2.052, 2.977, 4.505)  0.07
H (-0.094, 2.373, 2.417)  0.03
H (2.138, 4.465, 2.333)  0.07
H (1.011, 4.100, 1.016)  0.07
H (0.408, 4.796, 2.522)  0.08
H (3.899, 2.335, 2.707)  0.10
H (4.616, 0.231, 1.093)  0.11
H (3.530, -1.441, -0.523)  0.12
H (2.857, -3.783, 0.086)  0.12
H (0.641, -5.187, 0.909)  0.10
H (-2.200, -2.418, 1.191)  0.00
H (-1.326, -4.924, 2.706)  0.07
H (-1.285, -3.259, 3.334)  0.05
H (-2.829, -4.015, 2.943)  0.08
H (-1.789, -5.210, 0.020)  0.08
H (-3.358, -4.627, 0.589)  0.08
H (-2.549, -3.801, -0.739)  0.05
H (3.341, -0.882, -2.945)  0.12
H (1.956, 0.846, -4.563)  0.10
H (-0.270, 2.809, -2.228)  0.11
H (0.192, 2.343, -5.206)  0.08
H (-0.392, 3.818, -4.415)  0.06
H (1.268, 3.270, -4.147)  0.08
H (-1.737, 0.937, -4.134)  0.08
H (-2.112, 1.247, -2.418)  0.03
H (-2.313, 2.531, -3.611)  0.08
C (-1.524, -2.575, -5.287)  -0.01
C (-2.328, -1.947, -4.214)  -0.35
N (-3.516, -1.450, -4.341)  0.12
N (-3.808, -0.976, -3.090)  0.02
C (-2.829, -1.156, -2.190)  -0.76
S (-2.832, -0.684, -0.586)  0.68
N (-1.874, -1.800, -2.927)  -0.08
N (-0.643, -2.277, -2.492)  0.17
H (-2.139, -2.673, -6.177)  0.08
H (-1.163, -3.551, -4.967)  0.08
H (-0.650, -1.961, -5.510)  0.08
H (-4.665, -0.485, -2.911)  0.15
H (-0.795, -2.788, -1.625)  0.07
H (-0.070, -1.474, -2.244)  0.06
I (-1.761, 0.038, 2.903)  0.12
N (-1.985, 5.377, -2.576)  0.07
C (-2.013, 4.886, -1.524)  -0.43
N (-2.093, 4.392, -0.300)  0.06
C (-1.606, 3.206, -0.110)  -0.35
N (-1.185, 2.147, 0.121)  0.06